Record 1
Entry from the OMol25 dataset: one molecule with the formula C3H4N2S at a distorted geometry (ωB97M-V/def2-TZVPD).

Its frontier orbital gap is 0.3698 Eh. As for the charge: 0. The spin multiplicity is 1. Its HOMO energy is -9.4 eV. The energy is -16989.7044 eV.

Each line ends with the Mulliken charge.
Atoms and positions in Å:
C1 0.0729 -0.4783 -0.6476  -0.044
C2 -0.0264 -0.4517 0.8608  -0.397
C3 1.2562 -0.3666 1.5590  0.206
H1 -1.5211 2.0450 -2.3287  0.165
H2 0.5750 -1.3542 -1.0868  0.333
H3 -0.4621 -1.4050 1.1272  0.256
H4 -0.6634 0.3056 1.2707  0.353
N1 -0.4708 0.2340 -1.5298  -0.376
N2 2.3561 -0.2610 1.8739  -0.363
S1 -1.1163 1.7322 -1.0988  -0.134

Record 2
Entry from the OMol25 dataset: one molecule with the formula C3H4N2S at a distorted geometry (ωB97M-V/def2-TZVPD).

Its frontier orbital gap is 0.3390 Eh. As for the charge: 0. The spin multiplicity is 1. Its HOMO energy is -9.2 eV. The energy is -16989.6376 eV.

Each line ends with the Mulliken charge.
Atoms and positions in Å:
C1 -2.4597 0.3223 -0.8533  -0.754
C2 1.1967 -0.0562 0.2422  0.070
C3 1.8388 -1.0566 1.1489  0.080
H1 -2.9571 0.3229 -1.7957  0.325
H2 -2.3346 -0.6651 -0.5432  0.288
H3 -3.0732 0.8628 -0.1063  0.263
H4 1.8575 0.5941 -0.3156  0.379
N1 -0.0660 -0.0531 0.1418  -0.345
N2 2.3336 -1.8914 1.7220  -0.317
S1 -0.8013 1.0775 -0.8446  0.010

Record 3
Entry from the OMol25 dataset: one molecule with the formula C3H4N2S2 at a distorted geometry (ωB97M-V/def2-TZVPD).

Its frontier orbital gap (spin up / spin down) is 0.2039 / 0.2268 Eh. As for the charge: 0. The spin multiplicity is 3. The expectation value of S² is 2.037. Its HOMO energy (spin up / spin down) is -5.6 / -8.5 eV. The energy is -27819.1689 eV.

Each line ends with the Mulliken charge.
Atoms and positions in Å:
C1 0.9869 1.1990 -0.6855  -0.441
C2 0.1494 0.9944 0.3860  -0.284
C3 1.4571 -0.1289 -1.0598  0.120
N1 0.0437 -0.4068 0.6825  -0.195
N2 0.8421 -0.9865 -0.3336  -0.009
S1 -1.6182 -1.0089 1.3089  -0.032
S2 -1.2737 -2.6649 2.2114  -0.316
H1 1.3135 2.1948 -1.1049  0.305
H2 -0.3413 1.6540 1.0389  0.430
H3 0.9624 -2.0277 -0.2796  0.248
H4 -1.9929 -1.3021 -0.2152  0.175

Record 4
Entry from the OMol25 dataset: one molecule with the formula C3H4N2S3 at a distorted geometry (ωB97M-V/def2-TZVPD).

Its frontier orbital gap is 0.2856 Eh. As for the charge: 0. The spin multiplicity is 1. Its HOMO energy is -8.9 eV. The energy is -38658.4387 eV.

Each line ends with the Mulliken charge.
Atoms and positions in Å:
C1 -0.9740 1.3407 -0.2379  -0.107
C2 1.6779 -0.2522 -0.0904  0.007
C3 -0.3353 -1.5345 -0.0383  -0.101
H1 -0.4105 1.0802 -1.2388  0.259
H2 -0.9090 0.4093 1.6732  0.307
H3 2.2587 -0.9849 -0.9237  0.199
H4 0.2074 -2.3905 -0.5222  0.271
N1 -0.3880 0.6313 0.7539  -0.268
N2 0.4092 -0.4599 0.4245  0.129
S1 -2.0409 2.5853 0.0205  -0.282
S2 2.5088 1.0639 0.1085  -0.214
S3 -2.0043 -1.4886 0.0707  -0.200

Record 5
Entry from the OMol25 dataset: an isolated ion of composition C3H4N3 and charge +1 at a distorted geometry (ωB97M-V/def2-TZVPD).

Its frontier orbital gap is 0.3474 Eh. As for the charge: +1. The spin multiplicity is 1. Its HOMO energy is -16.5 eV. The energy is -7635.7602 eV.

Each line ends with the Mulliken charge.
Atoms and positions in Å:
C1 0.1053 0.4948 -1.5368  0.359
C2 -0.3954 -0.8947 0.4958  0.030
C3 0.6906 1.2193 0.5167  -0.010
N1 0.1409 0.2853 -0.1745  0.086
N2 0.1719 0.8149 -2.6297  -0.182
N3 -1.0042 -1.7498 -0.1569  -0.377
H1 -0.1812 -0.8372 1.5668  0.261
H2 0.7930 1.1209 1.5944  0.229
H3 1.0773 2.1128 0.0338  0.297
H4 -1.3982 -2.5664 0.2905  0.308

Record 6
Entry from the OMol25 dataset: an isolated ion of composition C3H4N3 and charge +1 at a distorted geometry (ωB97M-V/def2-TZVPD).

Its frontier orbital gap (spin up / spin down) is 0.3823 / 0.2922 Eh. As for the charge: +1. The spin multiplicity is 3. The expectation value of S² is 2.023. Its HOMO energy (spin up / spin down) is -15.8 / -17.0 eV. The energy is -7630.6712 eV.

Each line ends with the Mulliken charge.
Atoms and positions in Å:
C1 -0.2468 -1.8554 -0.1962  -0.320
C2 0.4800 -0.8076 -0.5384  0.605
C3 0.3866 0.6918 -0.1378  -0.829
N1 0.4392 -3.3513 -1.6224  -0.287
N2 1.3095 -1.1882 -1.6949  -0.385
N3 0.9472 -2.3417 -1.8067  0.854
H1 -1.0131 -2.3011 0.4604  0.402
H2 -0.5816 1.2221 -0.3000  0.336
H3 1.1817 1.1289 -0.7407  0.307
H4 0.5906 0.6095 0.9598  0.318

Record 7
Entry from the OMol25 dataset: an isolated ion of composition C3H4N3O2 and charge +1 at a distorted geometry (ωB97M-V/def2-TZVPD).

Its frontier orbital gap (spin up / spin down) is 0.2814 / 0.2814 Eh. As for the charge: +1. The spin multiplicity is 1. Its HOMO energy (spin up / spin down) is -13.5 / -13.5 eV. The energy is -11727.6299 eV.

Each line ends with the Mulliken charge.
Atoms and positions in Å:
C1 -1.6379 1.0397 0.5583  0.069
C2 2.4485 0.6165 0.6593  -0.069
C3 -0.3842 -0.8940 -0.6445  0.001
N1 -1.2885 0.1051 -0.4597  -0.196
N2 1.6334 -0.0227 0.1492  -0.063
N3 0.9040 -1.0212 -0.3720  0.697
O1 1.5940 -2.0313 -0.5787  -0.637
O2 -1.0702 1.2797 1.5738  -0.407
H1 -2.5883 1.5142 0.2626  0.361
H2 3.1993 1.2224 1.1149  0.576
H3 -0.7364 -1.7843 -1.1671  0.399
H4 -2.0736 -0.0239 -1.0961  0.271

Record 8
Entry from the OMol25 dataset: C3H4N3O3S as an isolated structure at a distorted geometry (ωB97M-V/def2-TZVPD).

Its frontier orbital gap is 0.3430 Eh. As for the charge: -1. The spin multiplicity is 1. Its HOMO energy is -5.8 eV. The energy is -24623.1971 eV.

Each line ends with the Mulliken charge.
Atoms and positions in Å:
C1 -0.2019 -1.4923 -2.4071  0.433
C2 0.2250 -0.1023 -0.0831  0.460
C3 -0.7686 2.0063 0.3476  -0.765
N1 -0.8818 -1.5163 -3.3341  -0.563
N2 -0.3171 0.9067 -0.4532  -0.324
N3 0.6685 -1.2972 -1.4794  -0.529
O1 -0.6518 -1.2336 2.0367  -0.614
O2 1.5647 -1.9234 1.3524  -0.687
O3 1.3570 0.3294 2.0253  -0.645
S1 0.6255 -0.8184 1.4928  1.106
H1 -1.5329 2.7009 -0.2391  0.250
H2 0.0699 2.7786 0.4392  0.259
H3 -1.0922 1.6896 1.2523  0.351
H4 0.9359 -2.0280 -0.9502  0.268